1.
DFT (ωB97M-V with the def2-TZVPD basis set) results for a cluster of 3 separate species, C4H14N2O in total in a non-equilibrium geometry.

Each line ends with the Mulliken charge.
Geometry (Å):
H: -0.85496 -0.92742 0.78640  0.33
C: 0.47418 -1.39606 -1.69093  -0.75
H: -0.27062 0.31387 -0.22399  0.29
N: 1.00841 -0.23339 -2.44883  -0.58
H: 0.38373 0.53834 -2.23970  0.35
H: 0.11031 0.22951 2.64765  0.44
H: 1.25983 -2.24506 0.24128  0.41
H: -5.83520 2.91747 1.52097  0.00
C: 0.08356 -0.42975 0.55307  -0.63
H: -6.12798 2.24548 1.64144  0.00
H: 2.35496 1.06808 0.93503  0.21
H: 0.05258 1.43420 1.49433  0.30
H: 0.87339 -2.22250 -2.26118  0.45
H: 2.31698 1.21820 2.51416  0.23
C: 0.56102 0.47775 1.69018  -0.66
H: 1.99876 -0.79974 -0.32704  0.32
N: 1.99597 0.61471 1.76666  -0.64
H: -0.60262 -1.20863 -1.42452  0.38
C: 1.03539 -1.30279 -0.25825  -0.24
H: 0.77729 -0.41014 -3.42756  0.23
O: -1.59499 0.11787 -1.48918  -0.45

Summary:
HOMO level: -0.3444 Eh
energy: -345.244122 Eh
net charge: 0
maximum force: 3.8 eV/A
ΔE to the lowest compared entry with this formula, charge and spin: 208.37 kcal/mol
gap between HOMO and LUMO: 6.4 eV
LUMO energy: -0.1097 Eh

---

2.
DFT (ωB97M-V with the def2-TZVPD basis set) results for a cluster of 2 separate species, C4H14N2O in total in a non-equilibrium geometry.

Each line ends with the Mulliken charge.
Geometry (Å):
N: -1.98265 0.18332 -2.12200  -0.48
N: 0.34775 -0.43698 1.81435  -0.60
H: -2.80073 0.11570 -2.70504  0.19
H: 0.50038 -1.14082 -0.12959  0.16
C: -1.17691 1.39786 -2.01371  -0.50
H: 1.27491 -1.87488 2.59905  0.44
H: 1.53054 1.33929 0.16057  0.38
H: -1.69983 2.06590 -1.33808  0.29
H: 2.06727 -2.17227 3.88723  0.29
C: 0.50326 1.02575 -0.15229  -0.69
H: -1.16507 1.92138 -2.99126  0.30
H: 0.59269 0.24231 -2.26890  0.37
H: 0.61283 0.38696 2.33506  0.18
O: 1.82191 -2.55756 3.04334  -0.73
H: -1.44359 -0.66043 -2.27216  0.17
C: 0.27541 1.11842 -1.66236  -0.71
C: 0.03594 -0.30232 0.41235  -0.32
H: -1.05492 -0.28640 0.28862  0.30
H: -0.36304 -0.85635 2.40695  0.33
H: -0.10678 1.83531 0.35694  0.31
H: 1.00627 1.83669 -2.04571  0.31

Summary:
HOMO level: -0.3275 Eh
SMILES: NCCCCN.O
energy: -345.524772 Eh
net charge: 0
maximum force: 2.2 eV/A
ΔE to the lowest compared entry with this formula, charge and spin: 32.26 kcal/mol
gap between HOMO and LUMO: 10.0 eV
LUMO energy: 0.0383 Eh

---

3.
DFT (ωB97M-V with the def2-TZVPD basis set) results for a cluster of 2 separate species, C4H14N2O in total in a non-equilibrium geometry.

Each line ends with the Mulliken charge.
Geometry (Å):
H: 0.41660 -1.95885 1.08065  0.47
N: 0.10759 0.43136 -1.31013  -0.06
H: 1.14796 1.44842 -2.75751  0.37
H: -1.15297 -0.11907 0.20319  0.34
H: 1.03371 0.18766 1.81119  0.36
H: -2.30139 1.76524 2.74371  0.32
H: -0.49900 -0.04724 -1.95971  0.38
C: 1.31940 0.93700 -1.80747  -0.84
H: 0.17976 -3.28256 -0.37596  0.29
H: 0.75343 1.73382 0.85694  0.32
H: 1.95280 0.06788 -2.08575  0.35
C: 0.32851 0.82532 1.26961  -0.88
C: 0.57967 -1.47983 0.10773  -0.71
H: 1.85373 1.70393 -1.23977  0.29
H: -3.56484 1.48358 2.01107  0.31
C: -0.07290 -0.04335 0.03132  0.18
O: -2.70990 1.06647 2.21643  -0.64
N: -0.11734 -2.44297 -0.84253  -0.38
H: -0.51077 0.96683 1.91933  0.06
H: 1.62396 -1.29729 -0.21482  0.26
H: -0.36800 -1.94636 -1.65754  0.18

Summary:
HOMO level (spin up / spin down): -0.5129 / -0.4910 Eh
energy: -345.180768 Eh
net charge: +1
maximum force: 5.8 eV/A
ΔE to the lowest compared entry with this formula, charge and spin: 39.72 kcal/mol
gap between HOMO and LUMO (spin up / spin down): 11.0 / 5.9 eV
multiplicity: 2
LUMO energy (spin up / spin down): -0.1088 / -0.2752 Eh

---

4.
DFT (ωB97M-V with the def2-TZVPD basis set) results for a cluster of 3 separate species, C4H14N2O2 in total in a non-equilibrium geometry.

Each line ends with the Mulliken charge.
Geometry (Å):
H: -0.69287 -2.59284 -2.25131  0.17
C: 0.53449 -1.53437 -0.09619  -0.32
H: -2.20626 -0.91590 2.14754  0.31
H: 1.79145 0.99483 1.83524  0.42
H: 0.40536 2.47542 -2.41100  0.06
C: 0.25225 -1.01624 -1.29246  -0.91
H: -1.16120 2.77715 -2.06106  0.11
H: 1.88281 1.03156 0.08025  0.36
N: -0.08114 1.30720 0.94906  -1.05
O: -0.36429 2.25527 -1.85524  -0.32
C: 1.20421 -0.81907 1.05001  -0.49
H: 0.14242 2.30066 0.97032  0.35
H: -1.10107 -1.15229 -2.83187  0.39
H: 0.12188 -2.52444 0.10785  0.20
C: 1.26130 0.70390 0.92063  -0.93
H: 2.22096 -1.22227 1.15764  0.37
H: 0.46935 0.02449 -1.51535  0.49
H: 0.67455 -1.10014 1.96332  0.32
N: -0.34790 -1.64819 -2.37075  -0.51
O: -1.82055 -0.23193 2.70985  -0.74
H: -1.25092 0.23315 2.05369  0.42
H: -0.49590 1.21542 0.02580  0.31

Summary:
HOMO level (spin up / spin down): 0.0217 / -0.1890 Eh
energy: -420.745259 Eh
net charge: -1
maximum force: 1.3 eV/A
ΔE to the lowest compared entry with this formula, charge and spin: 2.71 kcal/mol
gap between HOMO and LUMO (spin up / spin down): 3.0 / 8.7 eV
multiplicity: 2
LUMO energy (spin up / spin down): 0.1321 / 0.1293 Eh

---

5.
DFT (ωB97M-V with the def2-TZVPD basis set) results for a cluster of 3 separate species, C4H14N2O2 in total in a non-equilibrium geometry.

Each line ends with the Mulliken charge.
Geometry (Å):
H: 1.31734 -1.35720 -1.11146  0.59
H: 2.05480 0.82254 -1.68862  0.13
H: 0.30079 0.61607 -2.62905  0.29
N: 0.62213 -0.17995 0.45434  -0.31
H: -0.09877 -0.50716 3.45738  0.33
C: 1.40884 0.83155 0.31132  0.02
H: -1.35708 1.00090 -2.63842  0.38
N: 2.32129 0.97039 -0.70344  -0.34
H: -2.55884 -1.21538 1.91610  0.27
H: -0.41237 1.49318 -1.23997  0.30
H: -2.02610 0.00688 2.62084  0.39
H: 1.48088 1.58507 1.10635  0.29
H: -1.51474 -0.76646 -0.78550  0.36
H: -0.79150 -1.37962 -2.29887  0.26
H: 3.31649 1.02681 -0.61567  0.19
O: -2.81298 -0.32315 2.23471  -0.68
H: -0.16393 0.50901 2.32796  0.47
C: -0.56632 0.67460 -1.99740  -1.21
O: -0.50864 0.35696 3.27108  -0.77
C: -0.74071 -0.72586 -1.40761  -0.16
H: 0.25519 -2.22891 -0.01451  0.25
C: 0.47424 -1.21026 -0.56957  -1.03

Summary:
HOMO level: -0.3524 Eh
SMILES: CCC/N=C\N.O.O
energy: -420.743484 Eh
net charge: 0
maximum force: 4.7 eV/A
ΔE to the lowest compared entry with this formula, charge and spin: 38.67 kcal/mol
gap between HOMO and LUMO: 10.3 eV
LUMO energy: 0.0264 Eh

---

6.
DFT (ωB97M-V with the def2-TZVPD basis set) results for a cluster of 2 separate species, C4H14N2O2 in total in a non-equilibrium geometry.

Each line ends with the Mulliken charge.
Geometry (Å):
H: 1.33958 1.11098 -0.99526  0.30
H: 2.07362 1.33749 0.59165  0.30
H: 0.13649 2.54082 1.24856  0.19
C: -0.39869 -2.09989 -0.61937  -0.60
C: 1.10749 1.10941 0.11643  -0.46
C: 0.78289 -1.82253 -1.60068  -0.34
O: -1.51988 2.26164 2.89440  -0.65
H: -0.29558 -0.55568 -2.48322  0.33
H: -1.49429 1.45871 2.31828  0.31
H: -1.21979 -0.05413 -0.57713  0.43
N: 0.10657 2.23889 0.29446  -0.47
H: 0.02044 -2.88678 0.06363  0.31
H: 1.04790 -0.67163 1.26092  0.23
H: 1.49422 -1.11438 -1.13849  0.15
H: -2.43490 2.31241 3.18586  0.31
C: -0.61273 -0.71505 0.05763  -0.88
H: -1.30524 -2.48399 -1.11791  0.29
H: 1.46393 -2.69299 -1.84700  0.34
N: 0.51915 -0.03547 0.67833  -0.10
H: -1.20642 -0.95662 0.92510  0.36
O: 0.32406 -1.21311 -2.83805  -0.52
H: 0.07118 2.93189 -0.41814  0.18

Summary:
HOMO level: -0.3194 Eh
SMILES: NCNCCCO.O
energy: -420.737984 Eh
net charge: 0
maximum force: 2.8 eV/A
ΔE to the lowest compared entry with this formula, charge and spin: 42.12 kcal/mol
gap between HOMO and LUMO: 9.5 eV
LUMO energy: 0.0300 Eh